# C14H16B2NO28S3

6 unconnected molecules or ions with the total composition C14H16B2NO28S3 in a non-equilibrium geometry (wB97M-V/def2-TZVPD, OMol25).

Computed properties:
HOMO = -7.183 eV
Energy relative to the best compared isomer or geometry (same formula, charge and spin) = 1.186 eV
Orbital gap = 8.73 eV
E = -3949.3514 hartree
Molecular weight = 764.1 g mol⁻¹

Geometry as ORCA input:
```
! wB97M-V def2-TZVPD RIJCOSX def2/J DEFGRID3
* xyz -1 1
S 9.86049 -15.35105 -8.75873
S 5.13408 -13.59174 -6.70553
S 6.26260 -9.69650 -5.17953
O 9.51572 -14.94437 0.33874
O 6.91001 -13.92479 -3.00981
O 7.41050 -9.79212 -4.07449
O 11.49750 -12.08320 -6.66854
O 16.48021 -11.40870 -2.35941
O 5.87835 -8.33496 -5.45612
O 14.51585 -11.67966 -3.40296
O 10.08570 -15.34481 2.43255
O 7.90546 -13.75785 -0.98726
O 13.36621 -11.66151 -5.51486
O 9.45449 -12.59821 0.39866
O 6.55634 -13.65655 -6.91179
O 5.16603 -10.40744 -4.20567
O 9.65860 -13.82422 -3.93377
O 16.82314 -9.26480 -4.19200
O 10.30140 -10.75465 -4.29241
O 4.41038 -15.05174 -6.94455
O 10.02624 -16.94741 -8.55704
O 4.82036 -13.56783 -5.10698
O 4.34664 -12.60834 -7.38329
O 14.64336 -9.72004 -4.70168
O 8.74590 -15.01721 -9.61097
O 9.91578 -12.32257 2.56817
O 12.46028 -10.33706 -3.78417
O 9.32767 -15.19069 -7.17281
O 10.10130 -13.70490 -1.73277
O 6.64751 -10.58160 -6.26733
O 11.08854 -14.66781 -8.97430
N 8.73975 -12.45828 -6.13866
C 11.48435 -10.84710 -4.49467
C 3.55432 -15.35339 -5.83608
C 9.89335 -14.55876 1.55783
C 15.64090 -11.05750 -3.14833
C 15.77566 -9.85886 -4.09329
C 7.87000 -13.88793 -2.28694
C 4.33126 -14.79355 -4.62172
C 10.48333 -17.25857 -7.25182
C 12.07509 -11.59190 -5.74072
C 6.90685 -9.97600 -2.72486
C 5.66279 -10.80902 -2.92865
C 9.79389 -13.01129 1.60864
C 9.82695 -16.18204 -6.30152
C 9.33503 -13.83167 -2.77016
B 9.27616 -13.75855 -0.50744
B 13.71688 -10.85236 -4.35509
H 10.58863 -15.72204 -5.67226
H 3.70945 -16.43370 -5.81595
H 9.55177 -12.39017 -6.76016
H 8.27109 -13.35502 -6.27359
H 4.90271 -10.54488 -2.19548
H 5.84720 -11.88288 -2.89986
H 8.08051 -11.67730 -6.22009
H 9.17975 -12.50341 -5.20970
H 7.74736 -10.30562 -2.12393
H 10.23001 -18.30029 -7.09180
H 6.65137 -8.93164 -2.51679
H 8.98769 -16.51146 -5.68970
H 11.54985 -17.07199 -7.12374
H 2.55157 -14.96065 -5.98444
H 3.51292 -14.67734 -3.91323
H 5.11656 -15.50717 -4.39005
*
```

***

# C14H16BN4PdS2

A molecular structure, C14H16BN4PdS2 in a non-equilibrium geometry (wB97M-V/def2-TZVPD, OMol25).

Computed properties:
HOMO = -2.601 eV
Orbital gap = 4.89 eV
E = -1711.2256 hartree
Molecular weight = 421.7 g mol⁻¹

Geometry as ORCA input:
```
! wB97M-V def2-TZVPD RIJCOSX def2/J DEFGRID3
* xyz -1 1
Pd -0.00181 -0.03525 0.52957
S -1.22511 -4.21315 -1.73473
S 4.27079 -1.02985 -1.73393
N -0.97161 1.68455 -0.58783
N 1.98489 -0.54105 -0.67573
N 0.07499 -0.13985 2.69177
N -0.50811 -1.98935 -0.67703
C 0.38229 -3.64795 -1.97843
C -2.28371 1.66505 -0.83223
C 3.63739 1.21385 -0.13913
C 0.59089 -2.45745 -1.33723
C 3.16539 -0.04655 -0.76153
C 1.84549 -1.72715 -1.33583
C -0.34351 2.85375 -0.72713
C 0.10399 -0.17615 3.84877
C -1.52541 -2.76555 -0.76043
C -2.84841 -2.53775 -0.13223
C -0.97161 4.01345 -1.14143
C 2.98119 -2.14105 -1.97843
C -2.33311 3.98095 -1.41683
C -2.99941 2.77395 -1.24383
B 0.11089 -0.17305 5.41037
H 3.07719 2.06765 -0.52383
H -2.85361 4.86215 -1.76723
H -2.76641 0.70255 -0.72323
H 0.13009 -1.31795 5.81047
H 1.09409 0.43255 5.78307
H -3.63171 -2.42905 -0.88583
H 3.14019 -3.02595 -2.55863
H -2.79011 -1.63595 0.48157
H -4.06131 2.69465 -1.43253
H -3.11791 -3.38265 0.50197
H 0.71839 2.84055 -0.52093
H 4.69599 1.36695 -0.34203
H -0.40431 4.92775 -1.25213
H 1.06129 -4.23155 -2.56453
H 3.47329 1.17125 0.93917
H -0.90171 0.39265 5.76827
*
```

***

# C14H16BrClN2O2

A single C14H16BrClN2O2 molecule (wB97M-V/def2-TZVPD, OMol25).

Computed properties:
HOMO = -8.691 eV
SMILES = CC(C)N1C[C@H](C(=O)Nc2ccc(Br)c(Cl)c2)CC1=O
Orbital gap = 9.26 eV
E = -3837.3420 hartree
Molecular weight = 359.7 g mol⁻¹

Geometry as ORCA input:
```
! wB97M-V def2-TZVPD RIJCOSX def2/J DEFGRID3
* xyz 0 1
Br -6.62823 0.86938 0.26890
Cl -5.61688 -2.08772 -0.57751
O -0.74768 -2.95738 -0.06821
O 2.02873 1.20547 2.09962
N -0.80521 -0.78799 0.63440
N 2.05153 0.26119 0.02448
C 3.53160 1.37373 -1.58610
C 2.27319 1.48027 -0.72866
C 1.97650 0.23714 1.37399
C 1.04932 1.82966 -1.57595
C -4.81833 0.31857 0.37487
C 1.77920 -1.21396 1.79945
C -3.11637 -1.35542 0.07595
C -0.18641 -1.96743 0.33900
C 1.33139 -1.91978 0.51888
C -2.15578 -0.46056 0.53749
C -4.44362 -0.96589 -0.00436
C 1.95316 -1.04493 -0.58652
C -2.54028 0.82633 0.91822
C -3.86231 1.21019 0.83662
H -4.16115 2.20382 1.13155
H 4.38385 1.08632 -0.97500
H 2.41597 2.25657 0.03245
H 3.74532 2.33560 -2.04329
H 1.68466 -2.94987 0.45576
H 1.07283 -1.29834 2.62427
H 2.74112 -1.59890 2.14387
H -1.80208 1.52481 1.28460
H 2.94548 -1.42055 -0.86458
H -0.22414 -0.03484 0.97774
H 3.39970 0.63888 -2.37713
H 0.15462 1.87882 -0.95942
H 1.19573 2.79851 -2.04463
H 1.33094 -1.01281 -1.48395
H 0.89271 1.09268 -2.36042
H -2.82910 -2.35157 -0.21639
*
```

***

# C14H16BrF3I2O5

A molecular structure, C14H16BrF3I2O5 in a non-equilibrium geometry (wB97M-V/def2-TZVPD, OMol25).

Computed properties:
HOMO = -9.351 eV
Energy relative to the best compared isomer or geometry (same formula, charge and spin) = 0.000 eV
Orbital gap = 8.58 eV
E = -4388.2832 hartree
Molecular weight = 655.0 g mol⁻¹

Geometry as ORCA input:
```
! wB97M-V def2-TZVPD RIJCOSX def2/J DEFGRID3
* xyz 0 1
I 3.24950 -2.51819 -2.42178
I 1.89750 -1.14161 0.76776
Br -1.91447 -4.18934 -1.09024
F 4.58296 4.24339 2.67182
F 4.63918 4.38108 0.51274
F 3.83903 6.01865 1.68816
O -3.82532 -0.67600 0.10963
O -0.94798 0.55977 -2.86090
O 1.77693 4.68806 0.62126
O 2.17430 3.08252 2.14685
O -2.72010 -0.29234 -1.83520
C -1.44426 -2.21031 1.03752
C 2.51706 4.04023 1.51700
C -0.49607 4.60998 1.50030
C 0.86557 -1.25238 -1.11400
C 3.91006 4.67915 1.60371
C -1.36224 -3.76001 0.76307
C 1.13075 -2.57093 -1.89950
C -1.55006 -1.32934 -0.18529
C -0.60496 -0.95863 -1.03138
C 0.45108 4.17038 0.40396
C -2.34542 -4.54555 1.67729
C 0.39185 -2.48870 -3.24438
C -2.89478 -0.74739 -0.55114
C -1.37528 -0.10767 -2.04392
H -3.02422 -5.14946 1.07920
H 0.12360 4.57237 -0.55320
H 0.63929 -1.53591 -3.72676
H 0.48128 3.08447 0.30774
H -0.66642 -1.88598 1.72818
H -0.49248 5.69709 1.59386
H -0.69357 -2.52138 -3.12009
H -1.77967 -5.17439 2.37053
H 0.69900 -3.27613 -3.93513
H 1.29895 -0.47031 -1.74323
H -2.39244 -2.08807 1.57375
H 0.87763 -3.45817 -1.32397
H -0.19885 4.20287 2.46646
H -0.33988 -4.07846 0.96974
H -1.51135 4.27727 1.28405
H -2.96570 -3.88064 2.28552
*
```